ORCA calculation (ωB97M-V/def2-TZVPD) on a structure of composition C17H32GeN2O4PdSeSi3.

The geometry in XYZ format:
```
61
Properties=species:S:1:pos:R:3:forces:R:3
Pd -1.46957 -0.49566 -0.32447 -0.403 0.015 0.068
O -2.93564 -4.62294 -0.31403 0.134 0.033 -0.059
C -2.55488 -3.38397 -0.13602 -0.088 -0.050 0.123
O -1.72678 -2.80591 -0.81973 0.080 0.032 -0.140
C -3.25276 -2.70824 1.01240 0.058 -0.035 -0.056
C -4.16420 -3.32954 1.85308 -0.027 0.023 -0.002
C -4.73937 -2.56547 2.85867 -0.010 -0.007 0.012
C -4.40583 -1.22092 2.97620 -0.019 -0.021 -0.021
C -3.48655 -0.68689 2.08580 -0.047 0.033 -0.016
N -2.91838 -1.43138 1.14204 0.166 -0.065 0.087
C -3.03104 0.74933 2.03119 0.025 -0.036 0.110
O -3.49339 1.62821 2.88511 -0.067 -0.094 0.043
O -2.21726 1.10720 1.19626 0.024 0.182 -0.101
H -2.46344 -5.02552 -1.06575 -0.069 -0.008 0.055
H -4.41564 -4.37269 1.72245 0.005 0.002 -0.008
H -5.45115 -3.00983 3.54134 -0.002 0.003 0.000
H -4.87366 -0.62991 3.75323 0.003 0.004 -0.005
H -4.14359 1.27191 3.51000 0.054 0.070 -0.036
Se -4.71338 0.86048 -3.83673 0.206 -0.059 0.141
C -3.23841 0.49883 -2.83138 -0.127 0.134 -0.324
N -2.27438 0.28864 -2.22528 -0.042 -0.046 0.164
C 1.42855 -0.32711 2.93605 -0.030 -0.043 0.060
Si 2.39005 -0.75134 1.41382 0.009 0.143 -0.098
C 4.05604 0.00980 1.24000 0.070 0.004 0.053
C 2.19665 -2.47787 0.78611 -0.019 -0.075 -0.003
Ge 0.80895 0.44707 -0.37556 0.029 -0.235 -0.014
Si 1.85043 -0.16877 -2.84138 0.050 0.121 0.199
C 1.22418 -1.89101 -3.00813 -0.066 -0.074 -0.062
C 0.96183 1.13407 -3.79122 -0.034 0.002 -0.103
C 3.66139 0.04784 -2.59742 0.066 -0.001 -0.096
Si 0.94774 3.12891 0.01822 0.039 -0.160 -0.100
C 0.73004 3.21799 1.84073 0.026 0.045 0.051
C 2.60191 3.54261 -0.67314 0.047 0.081 0.014
C -0.53356 3.50669 -1.00867 -0.071 0.072 -0.011
H 1.59597 -1.12685 3.66685 0.016 0.035 0.011
H 0.35308 -0.27241 2.75968 -0.008 -0.024 -0.005
H 1.76159 0.61053 3.38050 -0.005 -0.010 -0.006
H 4.74739 -0.55069 1.88209 -0.008 0.016 0.001
H 4.07301 1.04665 1.57747 0.008 -0.002 -0.008
H 4.44488 -0.04956 0.22369 -0.004 0.002 0.024
H 2.45642 -3.14878 1.61436 0.020 -0.009 -0.035
H 2.87704 -2.69246 -0.03840 -0.002 0.003 0.001
H 1.17687 -2.72016 0.48213 -0.009 0.009 0.016
H 0.20789 -2.03273 -2.63826 -0.013 0.037 0.004
H 1.88425 -2.61649 -2.53390 0.001 -0.003 0.005
H 1.20126 -2.10784 -4.08435 0.035 -0.033 0.026
H -0.11323 1.11873 -3.61069 -0.003 0.000 0.005
H 1.11345 0.90394 -4.85438 0.006 0.030 0.014
H 1.35728 2.13450 -3.61667 0.004 -0.004 0.005
H 4.10041 -0.77550 -2.03360 0.006 0.015 -0.003
H 3.91906 0.99798 -2.12858 -0.006 -0.002 -0.002
H 4.12972 0.04806 -3.59055 -0.001 -0.019 0.019
H 1.60835 2.87695 2.38873 -0.017 0.006 -0.001
H -0.16064 2.68704 2.17768 0.005 0.003 -0.006
H 0.58947 4.27990 2.08331 -0.003 -0.019 0.021
H 3.41165 3.05019 -0.13295 -0.002 0.005 -0.016
H 2.75313 4.62391 -0.56136 -0.001 -0.014 0.000
H 2.67878 3.31789 -1.73727 0.004 -0.001 0.007
H -1.42998 3.02890 -0.61079 0.012 -0.004 -0.003
H -0.40109 3.24117 -2.05767 -0.009 0.007 0.014
H -0.69090 4.59253 -0.96087 0.005 -0.015 -0.014
```
Positions in Å, forces in eV/Å.

Relative energy (zero: lowest compared OMol25 entry of this formula, charge and spin), eV: 0.0000
Gap between HOMO and LUMO (spin up / spin down), eV: 7.8 / 6.2
<S²>: 8.77
Multiplicity: 6
Net charge: +3



ORCA calculation (ωB97M-V/def2-TZVPD) on a structure of composition C17H32InO5 at a distorted geometry.

The geometry in XYZ format:
```
55
Properties=species:S:1:pos:R:3:forces:R:3
C 0.35246 2.48502 3.05649 2.193 -0.550 -0.846
C 1.63430 2.00584 2.67549 -1.748 0.922 -0.397
C 2.49908 2.87595 1.68129 3.436 -0.670 -0.389
O 3.70534 3.06728 1.99373 -4.477 -0.479 -0.571
O 2.06114 3.43454 0.45417 0.005 -1.958 1.525
C 1.67567 2.37530 -0.50089 -1.505 0.461 -1.082
C 2.68803 2.25787 -1.73052 -0.379 -0.093 -0.557
C 3.50176 0.88168 -1.82697 1.101 0.762 0.259
C 3.81802 0.16940 -0.42599 0.298 -1.326 -1.158
C 2.78477 -1.05574 -0.26980 0.352 0.233 0.784
C 2.76263 -1.74239 1.17948 -0.133 0.594 -0.646
In 0.61884 -2.46979 1.52621 0.844 -0.066 1.082
C -0.65656 -0.64560 1.87884 -0.805 1.194 0.367
C -2.23000 -0.83915 1.64501 1.317 -1.004 1.137
O -2.55608 -0.16094 0.38663 -2.922 0.219 0.310
C -3.93303 -0.24132 0.08793 -0.072 -1.911 0.233
O -4.60169 -1.23060 0.44926 1.471 3.292 -1.018
C -4.54893 0.97577 -0.75810 0.137 -0.189 0.423
C -5.78434 1.61834 0.05517 -0.003 -0.630 -0.260
O -0.08280 -3.78885 0.06448 -1.252 1.346 -0.665
C -1.00913 -3.18905 -0.85549 0.622 -1.167 -1.112
C -0.28925 -2.12093 -1.81564 -0.080 0.007 0.742
C -0.90721 -2.02606 -3.29544 1.085 0.499 0.410
H -0.37488 2.77069 2.22705 1.313 0.848 1.382
H 0.09464 2.61151 4.15371 -0.313 -1.334 -1.561
H 2.09145 1.02416 3.05643 -0.031 2.343 0.269
H 1.44487 1.40137 0.03867 0.610 1.152 -0.658
H 0.66972 2.73756 -0.93683 1.474 -0.570 0.756
H 3.36755 3.18815 -1.76784 -0.949 -1.528 0.400
H 2.05659 2.32721 -2.69569 0.863 -0.019 1.500
H 2.96545 0.14443 -2.50752 0.574 0.930 0.936
H 4.51102 1.12915 -2.33160 -1.578 -0.380 0.595
H 4.86488 -0.30764 -0.52797 -1.476 0.783 0.340
H 3.86906 0.86514 0.47191 -0.320 -0.804 -1.186
H 3.00256 -1.82713 -1.09929 -0.323 1.168 1.234
H 1.73748 -0.65298 -0.46901 1.276 -0.386 0.022
H 3.50957 -2.59566 1.31142 -0.770 1.377 -0.171
H 2.92268 -0.90433 1.96068 0.007 -1.392 -1.010
H 0.68607 -3.38362 3.10149 -0.172 0.080 -0.363
H -0.27809 0.26080 1.27964 -0.767 -1.209 0.798
H -0.51682 -0.35056 2.98757 -0.103 -0.483 -1.625
H -2.86482 -0.42994 2.51861 0.808 -0.280 -1.520
H -2.44273 -1.96465 1.61538 -0.047 1.702 -0.338
H -4.91272 0.56504 -1.75758 0.428 0.419 1.385
H -3.77939 1.78590 -0.99441 -0.846 -1.303 0.554
H -5.53872 1.73155 1.17488 -0.295 0.055 -1.837
H -6.03911 2.61713 -0.43969 0.275 -1.332 0.929
H -6.69593 0.91837 -0.01610 1.431 1.107 0.111
H -1.95438 -2.76158 -0.38035 1.142 -0.291 -0.448
H -1.36758 -4.04427 -1.55179 0.334 1.147 0.885
H -0.32880 -1.10902 -1.26272 0.056 -1.326 -1.020
H 0.81576 -2.42429 -1.86043 -1.651 0.341 0.037
H -1.18376 -0.93397 -3.49098 0.011 -1.621 0.038
H -0.05497 -2.28218 -4.02591 -1.507 0.253 0.871
H -1.77963 -2.74293 -3.43707 1.066 1.067 0.123
```
Positions in Å, forces in eV/Å.

Gap between HOMO and LUMO, eV: 6.7
Multiplicity: 1
Net charge: -1



Number 1: DFT total energy -178267.298 eV. Number 2: DFT total energy -33553.508 eV.